[1]
15
Properties=species:S:1:pos:R:3:forces:R:3 method="wB97M-V/def2-TZVPD" orbital_gap_ha=0.3764 total_energy_ev=-10877.1610 smiles="C1=NOC2(CCC2)O1" molar_mass_g_mol=113.1 de_lowest_kj_mol=622.9
C 2.4504 0.1067 0.9416 -0.460 -2.147 3.362
N 2.6439 0.8779 -0.0280 -3.494 -2.210 0.626
O 1.4153 0.5414 -0.7147 -0.152 1.383 -4.791
C 0.3928 -0.2546 0.0296 1.128 4.084 -2.491
C -0.7029 -1.0544 -0.7043 0.827 0.332 -4.340
C -1.7491 0.2859 -0.7252 1.172 -3.698 3.239
C -0.6621 0.8348 0.3975 -3.981 -1.357 0.414
O 1.2412 -0.8631 0.8441 3.028 0.726 3.249
H 2.9637 0.0734 1.9677 -0.657 -0.242 -2.026
H -0.3673 -1.7498 -1.7193 -0.906 2.385 2.732
H -1.0774 -1.7755 -0.0399 -0.581 -0.874 1.066
H -2.7428 -0.0317 -0.1890 1.775 0.741 -1.306
H -1.9629 0.8047 -1.6452 0.551 0.173 -0.164
H -1.0379 0.2326 1.3374 0.062 2.420 -0.923
H -0.8050 1.9716 0.2478 1.686 -1.715 1.354


[2]
15
Properties=species:S:1:pos:R:3:forces:R:3 method="wB97M-V/def2-TZVPD" orbital_gap_ha=0.3248 total_energy_ev=-10875.3617 molar_mass_g_mol=113.1 de_lowest_kj_mol=796.6
C -1.1920 -0.0152 0.0459 -2.902 5.938 -7.840
C -0.2047 -0.6294 -0.9665 -0.774 -0.211 -1.611
C -0.3382 -0.5088 0.9712 2.355 -3.837 3.813
C 1.0307 0.0270 0.7656 2.898 0.038 1.420
C 1.2857 -0.0481 -0.7426 -0.543 -3.431 1.034
H -1.3630 1.7929 0.9866 0.243 -0.840 -5.566
H -2.1672 -0.2315 -0.4101 0.052 -1.284 1.775
H -0.8680 -0.8723 -1.8538 2.162 -0.038 0.170
H -0.6546 -0.8686 1.9339 0.095 0.213 0.727
H 1.8209 -0.1982 1.4901 -0.469 -0.457 -0.226
H 0.2044 1.5061 0.0534 3.594 0.498 -2.054
H 2.2763 -0.7091 -0.8537 -2.420 1.740 -0.730
N 1.3247 1.1697 -0.0539 -2.850 2.983 1.071
O -1.2158 1.4405 -0.2063 -1.635 2.324 7.477
O -0.2856 -1.6355 0.0300 0.193 -3.636 0.542


[3]
15
Properties=species:S:1:pos:R:3:forces:R:3 method="wB97M-V/def2-TZVPD" orbital_gap_ha=0.3101 total_energy_ev=-10876.5673 molar_mass_g_mol=113.1 de_lowest_kj_mol=680.2
C 2.0094 0.0340 0.4947 1.694 -1.618 -0.130
C 0.6739 -0.3842 0.0153 -3.971 -1.675 0.415
C 0.4054 -1.5178 -0.6836 2.943 -0.287 0.625
C -0.7902 0.2916 0.3007 2.715 -2.147 -2.382
C -0.6814 1.7232 -0.2590 1.368 1.619 -0.837
H 2.7096 -0.8351 0.1540 -0.782 1.948 0.397
H 2.2274 0.1611 1.5669 -0.986 -0.659 0.073
H 2.2637 1.0234 0.1854 0.599 0.233 -0.996
H -0.5764 -1.9792 -0.7084 0.356 0.409 -0.715
H 1.2880 -2.1260 -1.0341 -1.007 0.522 0.414
H -1.8276 2.3730 -0.8627 3.663 -1.866 1.954
H -3.5974 -0.3964 0.8547 3.023 2.260 -3.826
N -1.7538 -0.5933 0.1998 2.471 2.692 1.952
O 0.5207 2.1074 -0.3044 -5.645 0.190 -0.316
O -2.8712 0.1184 0.0809 -6.442 -1.620 3.373


[4]
15
Properties=species:S:1:pos:R:3:forces:R:3 method="wB97M-V/def2-TZVPD" orbital_gap_ha=0.3892 total_energy_ev=-10881.3799 smiles="C[C@@]12C[C@@H]1OC(=O)N2" molar_mass_g_mol=113.1 de_lowest_kj_mol=215.9
C 0.8830 1.4604 -0.6045 2.193 -2.914 -1.495
C 0.1719 0.3376 0.0302 0.857 -1.836 0.108
C -0.7228 0.5577 1.1936 -0.661 0.821 0.902
C -1.2708 -0.0493 -0.0613 1.777 -0.655 0.092
O -1.3245 -1.4232 -0.1843 -0.883 -1.557 0.168
C -0.1361 -2.0691 -0.0909 -0.157 -0.881 1.401
O -0.0196 -3.2487 0.0611 -0.828 -0.873 -0.897
N 0.9259 -1.2468 0.0785 -2.244 6.083 0.967
H 1.7764 0.9508 -1.0401 -0.133 0.735 0.222
H 1.2308 2.2464 -0.0306 0.523 1.296 1.746
H 0.4506 1.8696 -1.4550 -1.428 0.643 -1.525
H -1.1159 1.6322 1.3712 1.081 -1.922 -0.131
H -0.4697 -0.0733 2.0511 -0.680 0.288 -0.076
H -1.9860 0.3834 -0.6982 -0.709 0.923 -0.457
H 1.6067 -1.3276 -0.6206 1.291 -0.150 -1.024


[5]
15
Properties=species:S:1:pos:R:3:forces:R:3 method="wB97M-V/def2-TZVPD" orbital_gap_ha=0.4034 total_energy_ev=-10879.0737 smiles="C=C[C@](O)(C#N)CO" molar_mass_g_mol=113.1 de_lowest_kj_mol=438.4
C -0.4510 1.5515 -1.9699 -3.202 5.076 -0.950
C 0.2882 0.6736 -1.4871 3.524 -5.757 2.069
C -0.0960 0.0133 -0.1303 3.055 4.148 0.541
O -0.8900 1.0110 0.7621 -0.713 -5.911 -0.057
C 1.2247 0.0502 0.5340 5.732 1.497 5.910
N 2.1627 0.2940 1.2831 -5.433 -1.720 -4.914
C -0.6522 -1.3247 -0.1368 -1.640 -3.506 -4.267
O -0.7335 -1.7927 1.1899 0.421 3.164 -0.700
H -1.1885 2.1066 -1.3000 0.566 -1.130 -1.424
H -0.1452 1.9253 -2.9205 -0.305 0.761 -0.551
H 1.2936 0.2929 -1.9805 -2.424 0.524 0.981
H -1.2915 0.1891 1.3464 0.976 3.554 -1.289
H -0.0835 -2.2338 -0.9301 -1.004 3.100 2.468
H -1.6555 -1.2021 -0.7797 1.404 -0.450 1.935
H -0.9620 -2.6670 1.1076 -0.957 -3.349 0.249


[6]
15
Properties=species:S:1:pos:R:3:forces:R:3 method="wB97M-V/def2-TZVPD" orbital_gap_ha=0.3689 total_energy_ev=-10878.4356 smiles=C#C[C@]1(N)[C@H](O)[C@@H]1O molar_mass_g_mol=113.1 de_lowest_kj_mol=500.0
C 1.7420 1.7935 0.1102 -1.440 -0.637 0.091
C 1.1881 0.7103 0.0450 -0.079 1.335 -0.383
C 0.4724 -0.5483 -0.2093 -0.536 0.562 2.425
N 1.4371 -1.5958 -0.2674 0.067 -2.686 -1.391
C -0.9626 -0.4082 -0.8110 -0.233 -1.249 -1.442
O -1.4538 0.8995 -1.2076 2.268 0.281 4.412
C -0.8357 -0.7939 0.7082 0.974 3.580 -5.276
O -1.1549 0.2578 1.5046 2.892 0.744 2.199
H 1.8823 2.8654 0.1436 0.468 -0.692 0.052
H 1.5178 -2.3340 0.4790 -0.721 1.584 -0.704
H 1.3433 -2.1243 -1.1440 0.315 0.348 0.416
H -1.2597 -1.1800 -1.6514 0.580 1.509 2.017
H -1.1420 1.5393 -0.3535 -1.359 -2.447 -3.346
H -0.9571 -1.7209 1.0803 -0.513 -3.237 0.893
H -0.1997 0.3461 1.8826 -2.684 1.005 0.037